(1)
This record from OMol25 describes a structure of composition C8H12O2S2 at a distorted geometry. The level of theory is ωB97M-V with the def2-TZVPD basis set.

```
! wB97M-V def2-TZVPD RIJCOSX def2/J DEFGRID3
* xyz 0 1
C -0.0415 -1.4853 -1.4978
C -0.6365 -1.9591 -0.4378
C 0.9603 0.5044 -0.1682
C 0.8001 1.7588 0.1742
C -0.2052 -1.5050 1.0080
C -1.7375 -2.9603 -0.4176
C 0.7283 2.2349 1.6147
C 0.4242 2.7849 -0.8808
O 0.4902 0.6249 -2.7375
O 2.1880 -1.7520 -0.0599
S 1.1760 -0.2958 -1.7930
S 1.5635 -0.8586 0.8940
H -0.4941 -1.6944 -2.5875
H -0.7454 -0.6115 1.3186
H -0.2539 -2.3855 1.6538
H -1.3272 -3.9592 -0.4581
H -2.3953 -2.6624 -1.2478
H -2.4953 -2.8893 0.3184
H -0.3456 2.2219 2.0998
H 1.4858 1.7870 2.3330
H 1.0104 3.3423 1.6498
H -0.5031 3.3110 -0.5570
H 1.2742 3.4278 -1.2032
H 0.0341 2.1815 -1.8233
*
```

Calculated values
LUMO energy: 0.51 eV
orbital gap: 9.082 eV
E_tot: -34251.490 eV

(2)
This record from OMol25 describes a cluster of 2 separate species, C8H12O6 in total at a distorted geometry. The level of theory is ωB97M-V with the def2-TZVPD basis set.

```
! wB97M-V def2-TZVPD RIJCOSX def2/J DEFGRID3
* xyz 0 1
C -0.9928 -0.7047 3.9521
C -0.6171 -1.9041 3.1092
C -1.6686 -2.8781 2.6575
O -1.6580 -2.8345 1.2436
C -0.5497 -2.2282 0.8325
O -0.1079 -2.2271 -0.2611
O 0.0597 -1.5613 1.8720
H -1.8071 -0.9716 4.6273
H -1.1950 0.2202 3.4118
H -0.1691 -0.4104 4.6081
H 0.1714 -2.4582 3.6251
H -2.6566 -2.7695 3.1090
H -1.4011 -3.8807 3.0096
C 0.2181 0.3804 -2.6410
C 1.0734 1.6064 -2.3065
C 2.0065 2.1529 -3.3826
O 1.8100 3.5575 -3.3061
C 0.6814 3.8338 -2.6265
O 0.2004 4.9143 -2.4888
O 0.1768 2.7015 -2.0967
H -0.2069 0.5601 -3.6251
H -0.5197 0.3498 -1.8404
H 0.7507 -0.5623 -2.5252
H 1.6293 1.4953 -1.3643
H 1.7108 1.6984 -4.3381
H 3.0609 1.9202 -3.2553
*
```

Calculated values
LUMO energy: 0.53 eV
orbital gap: 11.319 eV
E_tot: -20775.633 eV
SMILES: C[C@H]1COC(=O)O1.C[C@H]1COC(=O)O1

(3)
This record from OMol25 describes a cluster of 2 separate species, C8H12O6 in total at a distorted geometry. The level of theory is ωB97M-V with the def2-TZVPD basis set.

```
! wB97M-V def2-TZVPD RIJCOSX def2/J DEFGRID3
* xyz 0 1
C 0.7661 3.3558 -34.5040
C 1.0481 3.5780 -33.0612
C -0.0738 4.2888 -32.2786
O -0.1489 3.7451 -31.0113
C 0.3429 2.5396 -31.1547
O 0.4090 1.5788 -30.3916
O 1.0044 2.3457 -32.3646
H -0.2550 3.0400 -34.7179
H 1.3959 2.5939 -34.9632
H 1.0422 4.2620 -35.0430
H 1.9458 4.1668 -32.8722
H -0.9751 4.2129 -32.8870
H 0.2457 5.3082 -32.0625
C -0.9515 -1.4142 -29.5605
C -1.5648 -2.7629 -29.2307
C -0.7660 -3.4819 -28.0847
O -1.7545 -3.5521 -27.0396
C -2.7883 -2.9389 -27.2682
O -3.7538 -2.8412 -26.4522
O -2.7466 -2.4566 -28.5807
H -1.6269 -0.7899 -30.1455
H -0.0892 -1.3630 -30.2252
H -0.7253 -0.7929 -28.6940
H -1.7671 -3.4313 -30.0676
H 0.1266 -2.9010 -27.8528
H -0.4376 -4.4234 -28.5249
*
```

Calculated values
LUMO energy: 0.58 eV
orbital gap: 10.900 eV
E_tot: -20774.340 eV
SMILES: C[C@H]1COC(=O)O1.C[C@H]1COC(=O)O1

(4)
This record from OMol25 describes a structure of composition C8H12S at a distorted geometry. The level of theory is ωB97M-V with the def2-TZVPD basis set.

```
! wB97M-V def2-TZVPD RIJCOSX def2/J DEFGRID3
* xyz 0 1
C 1.2045 -1.1640 -0.5543
C 1.0360 0.0155 -0.0709
C -0.1879 -1.5056 -0.2045
C 0.4582 1.3076 0.3377
C -1.0912 -1.6791 -1.4068
C -0.3286 -2.6124 0.8376
C 0.0976 2.2196 -0.8371
C 1.1717 2.1165 1.3845
S -1.0546 0.4066 0.7672
H -2.2120 -1.8305 -1.0637
H -0.8872 -2.4964 -2.1105
H -1.0658 -0.7941 -2.1000
H 0.1683 -3.5582 0.4607
H -1.4144 -2.7510 0.9799
H 0.2333 -2.2266 1.7937
H -0.7897 3.0004 -0.5153
H -0.1363 1.6371 -1.7106
H 0.8816 3.0111 -1.0606
H 0.4976 2.9680 1.7196
H 2.2121 2.4452 1.0603
H 1.2068 1.4904 2.2931
*
```

Calculated values
LUMO energy: 0.32 eV
orbital gap: 9.035 eV
E_tot: -19320.567 eV

Number 1 is which compound?
C8H12O2S2